Molecular formula: C25H46N7O5S2
Method: DFT, ωB97M-V with the def2-TZVPD basis set

Output
HOMO-LUMO gap (eV): 7.2
HOMO (eV): -5.45
ΔE to the lowest compared entry with this formula, charge and spin (kcal per mole): 0.0
2S+1: 1
F_max (eV/A): 0.39
Total charge: -1

XYZ file:
```
85
C25H46N7O5S2 ωB97M-V with the def2-TZVPD basis set
C 5.2513 -5.0971 1.8001
O 5.8668 -4.5274 0.6677
C 5.1767 -3.3879 0.1741
C 5.8198 -2.9868 -1.1382
C 5.1947 -1.7620 -1.8413
C 3.6935 -1.5042 -1.6025
C 3.4428 -0.3518 -0.6310
C 2.0019 -0.2518 -0.1156
C 1.0943 0.5265 -1.0698
C -0.3093 0.8571 -0.5312
C -0.9090 -0.1576 0.4442
C -1.1707 -1.5300 -0.1865
C -2.4581 -1.5530 -1.0303
C -3.6767 -2.0810 -0.2589
S -4.2028 -3.6772 -0.8376
O -5.3964 -4.0206 -0.0896
O -4.3652 -3.6153 -2.2732
N -2.9502 -4.5279 -0.3346
S -2.4152 -5.7889 -1.1160
O -2.0636 -5.5537 -2.4913
O -1.4467 -6.4511 -0.2748
H 4.1596 -5.0225 1.7431
H 5.5205 -6.1535 1.8358
H 5.5908 -4.6132 2.7247
H 4.1185 -3.6434 0.0556
H 5.2580 -2.5663 0.9015
H 5.8508 -3.8531 -1.8032
H 6.8635 -2.7507 -0.9072
H 5.3548 -1.8860 -2.9155
H 5.7551 -0.8663 -1.5579
H 3.2345 -1.2560 -2.5643
H 3.1760 -2.3988 -1.2505
H 3.6856 0.5935 -1.1369
H 4.1149 -0.4010 0.2281
H 1.6220 -1.2601 0.0701
H 2.0231 0.2853 0.8414
H 1.0085 -0.0168 -2.0168
H 1.6092 1.4714 -1.2672
H -0.3226 1.8542 -0.0792
H -1.0004 0.8976 -1.3820
H -1.8747 0.2526 0.7613
H -0.2930 -0.2282 1.3469
H -1.2402 -2.3076 0.5795
H -0.3244 -1.8235 -0.8153
H -2.6828 -0.5331 -1.3504
H -2.2887 -2.1622 -1.9192
H -4.5418 -1.4175 -0.3080
H -3.4067 -2.2591 0.7842
H -3.4817 -6.6185 -1.1522
C -2.8187 3.9691 -1.8859
C -3.4525 2.6868 -1.6129
N -3.9600 1.6864 -1.3816
H -2.4964 4.4230 -0.9497
H -1.9486 3.8282 -2.5250
H -3.5249 4.6332 -2.3822
C 0.3616 6.2214 -0.6474
C 0.9814 4.9289 -0.8971
N 1.4523 3.9053 -1.1076
H -0.1958 6.1869 0.2877
H 1.1289 6.9907 -0.5799
H -0.3105 6.4625 -1.4700
C -4.1853 0.6808 3.0169
C -3.3216 1.7440 2.5236
N -2.6104 2.5519 2.1278
H -4.4244 0.8446 4.0653
H -5.1115 0.6604 2.4454
H -3.6837 -0.2795 2.9026
C -1.5260 4.2850 -5.9853
C -0.9637 5.1047 -4.9202
N -0.5198 5.7211 -4.0612
H -2.3250 4.8263 -6.4884
H -0.7506 4.0364 -6.7073
H -1.9268 3.3632 -5.5660
C -4.4290 0.2207 7.7813
C -5.4670 0.4137 6.7766
N -6.2772 0.5668 5.9795
H -4.6834 -0.6247 8.4176
H -3.4759 0.0232 7.2936
H -4.3368 1.1151 8.3945
C 3.2071 2.8615 1.6628
C 4.1704 1.7927 1.8973
N 4.8753 0.9061 2.0778
H 2.4391 2.8374 2.4341
H 3.7083 3.8278 1.6842
H 2.7346 2.7225 0.6891
```

Molecular formula: C25H46O2P2Rh
Method: DFT, ωB97M-V with the def2-TZVPD basis set

Output
HOMO-LUMO gap (alpha / beta) (eV): 6.7 / 6.3
HOMO (alpha / beta) (eV): -10.13 / -11.53
ΔE to the lowest compared entry with this formula, charge and spin (kcal per mole): 65.1
⟨S²⟩: 6.060
2S+1: 5
F_max (eV/A): 10.13
Total charge: +1

XYZ file:
```
76
C25H46O2P2Rh ωB97M-V with the def2-TZVPD basis set
Rh -0.2176 -1.0655 -1.3958
C 1.1734 -2.5178 -1.0649
C 0.0242 -2.9325 -0.3173
C -0.7657 -2.5678 -2.5217
C 0.7321 -2.4517 -2.4708
C -1.1890 -2.7840 -1.0941
C 2.4845 -2.1895 -0.3992
H 2.2737 -1.7461 0.5932
H 3.0256 -1.4413 -0.9764
H 3.1587 -3.0487 -0.2116
C 1.6136 -1.9963 -3.5614
H 2.6313 -2.3514 -3.4421
H 1.7013 -0.8984 -3.4512
H 1.2222 -2.1832 -4.5618
C -1.5944 -2.1929 -3.7106
H -1.1004 -2.5455 -4.6413
H -1.6625 -1.0901 -3.7371
H -2.6553 -2.4738 -3.6699
C -2.4825 -2.5452 -0.3663
H -2.5404 -3.2138 0.4886
H -3.4175 -2.6164 -0.9303
H -2.4478 -1.5331 0.0815
C 0.0373 -3.4340 1.0970
H 0.1416 -4.5307 1.1547
H -0.8959 -3.2166 1.6193
H 0.8442 -2.9714 1.6626
C 1.5052 1.9702 0.3880
C 2.2021 1.6609 1.5180
C 1.4480 1.2344 2.7188
C -0.0381 1.5063 3.1155
C -1.1887 0.8068 2.4548
C -1.5664 1.0780 1.1926
C -1.2055 2.3412 0.4526
C 0.2912 2.8545 0.4620
H 2.0760 1.3562 3.6316
H -0.1907 2.5696 3.3141
H 1.4054 -0.0595 2.5529
H 0.3759 3.4892 1.3566
H 1.6108 1.3593 -0.5469
H 3.3056 1.4708 1.5689
H 0.3461 3.5417 -0.3992
H -1.5447 2.2428 -0.5969
H -2.0712 0.3167 0.5588
H -1.7353 3.2286 0.8688
H -0.0823 1.0383 4.1044
H -1.5396 -0.1193 2.9442
P 3.1303 0.9451 -3.1345
C 4.0163 -0.1948 -4.2968
H 4.8385 0.3488 -4.7897
H 3.3128 -0.5795 -5.0551
H 4.4188 -1.0554 -3.7408
C 2.7093 2.1561 -4.4620
H 3.6271 2.5766 -4.9034
H 2.0843 2.9607 -4.0499
H 2.1279 1.6260 -5.2351
C 4.6464 1.7400 -2.4121
H 5.2667 2.1780 -3.2116
H 5.2320 0.9819 -1.8672
H 4.3611 2.5217 -1.6906
P -3.5448 0.5855 -2.6991
C -5.1990 -0.2712 -2.5996
H -5.9464 0.3258 -3.1483
H -5.5174 -0.3889 -1.5559
H -5.1236 -1.2629 -3.0695
C -4.2868 2.2933 -2.7201
H -5.2150 2.2790 -3.3150
H -3.5953 3.0164 -3.1751
H -4.5253 2.6446 -1.7060
C -3.6015 0.4526 -4.5485
H -4.5351 0.9108 -4.9116
H -3.5764 -0.6034 -4.8493
H -2.7441 0.9678 -4.9996
O 1.0033 -1.0482 4.8995
C 1.9182 -1.3665 4.1192
O 1.8560 -1.2205 2.8162
H 2.8869 -1.7761 4.4867
```

Molecular formula: C25H47F2N3O13P2S3
Method: DFT, ωB97M-V with the def2-TZVPD basis set

Output
SMILES string: C=C[C@H]1COS(=O)(=O)[C@@](N=C(C)C)(N(C(=O)F)C(=O)F)[C@H]1CCCSC(=S)N(CC)CC.COP(=O)(OC)OC.COP(=O)(OC)OC
HOMO-LUMO gap (eV): 5.5
HOMO (eV): -8.03
2S+1: 1
F_max (eV/A): 9.21

XYZ file:
```
95
C25H47F2N3O13P2S3 ωB97M-V with the def2-TZVPD basis set
C -3.2731 -3.5750 -5.7362
C -2.5947 -2.6142 -5.1026
C -1.5168 -2.8468 -4.0229
C -0.3759 -1.8215 -4.2917
O 0.5495 -1.5671 -3.2150
S -0.1724 -1.1889 -1.7916
O 0.2141 0.1293 -1.3562
O 0.4413 -2.1203 -0.8703
C -2.0021 -1.4572 -1.8776
N -2.6714 -1.6185 -0.6115
C -2.1398 -1.0989 0.4574
C -1.6409 -2.0893 1.5522
C -2.0275 0.3845 0.8306
N -2.7776 -0.5548 -2.7977
C -2.3096 0.7840 -2.9699
O -2.1787 1.6050 -2.1776
F -2.0642 1.1531 -4.2696
C -4.1775 -0.4525 -2.5279
O -4.7067 0.2097 -1.7470
F -4.9678 -1.1776 -3.3701
C -2.0575 -2.9113 -2.5489
C -3.3847 -3.6747 -2.3359
C -3.1731 -4.8457 -1.2832
C -3.0550 -6.2540 -1.9581
S -1.7282 -7.2786 -1.1602
C -0.3532 -7.3407 -2.3734
S -0.7066 -8.0833 -3.8108
N 0.8838 -6.8118 -2.0227
C 1.8917 -6.9328 -3.0962
C 1.7422 -5.8661 -4.2461
C 0.8069 -5.4122 -1.5212
C 0.5674 -5.3040 0.0308
H -4.3112 -3.3380 -6.0402
H -2.8712 -4.5608 -6.0182
H -2.7784 -1.5618 -5.4001
H -1.0938 -3.8592 -4.2421
H 0.2235 -2.2358 -5.1310
H -0.7540 -0.8459 -4.6676
H -2.0996 -1.7414 2.5059
H -0.5374 -2.0978 1.6107
H -2.0834 -3.0776 1.3257
H -1.0087 0.8079 0.7665
H -2.3217 0.4518 1.9054
H -2.7905 0.9743 0.2855
H -1.2872 -3.4795 -1.9797
H -3.7429 -4.1875 -3.2541
H -4.2373 -3.0936 -1.9480
H -4.0879 -4.8810 -0.6461
H -2.3510 -4.6225 -0.5729
H -3.9875 -6.8177 -1.7518
H -2.8265 -6.2099 -3.0394
H 2.8721 -6.6893 -2.6198
H 2.0022 -7.9563 -3.4910
H 0.7396 -5.8849 -4.7120
H 2.0023 -4.8447 -3.9105
H 2.4756 -6.1447 -5.0353
H 0.0420 -4.8770 -2.1188
H 1.7671 -4.8880 -1.7020
H 0.1610 -6.2531 0.4350
H 1.5152 -5.0568 0.5409
H -0.2271 -4.5525 0.2247
C 3.6637 5.7172 0.6286
O 3.9798 4.3190 0.5999
P 3.2805 3.3813 1.8351
O 4.2058 2.2164 1.6935
O 1.9035 3.1902 0.9742
C 1.9708 2.5985 -0.3206
O 2.5101 2.8512 3.2311
C 1.3259 3.5546 3.6512
H 4.0974 6.1860 -0.2530
H 2.5793 5.8674 0.6135
H 4.0878 6.1810 1.5220
H 2.8571 1.9769 -0.4478
H 1.9676 3.3862 -1.0774
H 1.0853 1.9833 -0.4623
H 0.4599 3.1689 3.1120
H 1.4238 4.6250 3.4766
H 1.1766 3.3813 4.7150
C 1.1400 9.5302 7.9171
O 1.2898 8.1078 7.7902
P 1.4454 7.5166 6.1991
O 1.1259 6.1020 6.5804
O 3.0595 7.7895 6.2751
C 3.8098 7.2123 7.3376
O 1.6011 7.1412 4.5541
C 2.1744 8.1357 3.6877
H 1.1372 9.7818 8.9760
H 1.9711 10.0500 7.4307
H 0.1953 9.8501 7.4743
H 3.3180 6.3353 7.7584
H 3.9620 7.9561 8.1216
H 4.7829 6.9200 6.9445
H 3.2623 8.0798 3.7353
H 1.8461 9.1378 3.9615
H 1.8588 7.9250 2.6663
```

Molecular formula: C25H47GeIrN3O2SeSi3
Method: DFT, ωB97M-V with the def2-TZVPD basis set

Output
HOMO-LUMO gap (alpha / beta) (eV): 7.2 / 5.2
HOMO (alpha / beta) (eV): -14.01 / -14.01
ΔE to the lowest compared entry with this formula, charge and spin (kcal per mole): 50.0
⟨S²⟩: 0.754
2S+1: 2
F_max (eV/A): 2.36
Total charge: +2

XYZ file:
```
83
C25H47GeIrN3O2SeSi3 ωB97M-V with the def2-TZVPD basis set
Ir -0.7950 -0.5978 -0.2625
C 1.6291 -1.0309 2.6656
Si -0.1837 -0.8515 3.1282
C -0.5977 -1.9639 4.5644
C -0.5105 0.9524 3.4851
C -1.2136 -1.4698 1.6333
Si -3.0159 -0.7627 1.5937
C -3.2593 1.0794 1.4459
C -3.6665 -1.4484 -0.0465
C -3.9057 -1.3699 3.1105
Si -1.0122 -3.3163 1.3399
C 0.6648 -4.0363 1.7215
C -2.3307 -4.3858 2.1081
C -1.1111 -3.5564 -0.5124
C -1.3643 -4.7761 -1.1296
C -1.3308 -4.8750 -2.5080
C -1.0512 -3.7370 -3.2559
C -0.8111 -2.5540 -2.5969
N -0.8292 -2.4621 -1.2580
H 2.2190 -0.2664 3.1778
H 1.7905 -0.9216 1.5953
H 2.0181 -2.0018 2.9744
H 0.0251 -1.7107 5.4259
H -0.4096 -3.0110 4.3188
H -1.6411 -1.8758 4.8716
H 0.3004 1.3578 4.0959
H -1.4388 1.1067 4.0399
H -0.5631 1.5518 2.5748
H -2.8655 1.4854 0.5182
H -2.8352 1.6488 2.2720
H -4.3386 1.2603 1.4419
H -3.1125 -1.0447 -0.9196
H -4.7048 -1.1352 -0.1876
H -3.6267 -2.5375 -0.1059
H -3.6090 -0.7823 3.9822
H -3.7080 -2.4192 3.3233
H -4.9849 -1.2493 2.9838
H 0.8867 -4.0379 2.7896
H 1.4734 -3.5109 1.2103
H 0.6797 -5.0773 1.3869
H -2.3223 -4.3051 3.1974
H -2.1526 -5.4374 1.8681
H -3.3332 -4.1301 1.7601
H -1.5881 -5.6453 -0.5247
H -1.5155 -5.8193 -3.0035
H -1.0211 -3.7663 -4.3356
H -0.6005 -1.6479 -3.1458
O -1.0885 1.4276 -0.7596
N -0.3604 2.2608 -0.0740
N 0.7138 1.7261 0.2562
O 0.9654 0.4606 -0.1217
C 1.6866 2.4123 1.0818
C 2.9030 1.7978 1.3194
C 3.8192 2.4356 2.1434
C 3.5140 3.6653 2.7058
C 2.2918 4.2725 2.4392
C 1.3634 3.6480 1.6268
H 3.1285 0.8419 0.8714
H 4.7724 1.9648 2.3414
H 4.2258 4.1503 3.3602
H 2.0557 5.2365 2.8679
H 0.4030 4.1008 1.4248
C -0.3167 4.0627 -3.6384
Ge 1.4113 3.4797 -4.2914
C 2.8411 3.5924 -2.9791
C 1.8896 4.1318 -6.0470
C 1.1361 1.4380 -4.6460
Se 0.9536 0.5167 -3.0372
C 2.7245 -0.2154 -2.8623
H -0.2496 5.0951 -3.2940
H -0.6710 3.4459 -2.8111
H -1.0509 4.0236 -4.4432
H 2.9840 4.6372 -2.7004
H 3.7820 3.2307 -3.3954
H 2.6118 3.0313 -2.0702
H 2.0574 5.2085 -5.9923
H 1.0869 3.9460 -6.7596
H 2.8028 3.6598 -6.4073
H 1.9697 1.0556 -5.2331
H 0.2008 1.3810 -5.2041
H 3.4490 0.5896 -2.9755
H 2.8696 -0.9687 -3.6347
H 2.7973 -0.6576 -1.8722
```